Entry 1:
# C18H66N18O15

15 unconnected molecules or ions with the total composition C18H66N18O15 in a non-equilibrium geometry (ωB97M-V/def2-TZVPD, OMol25).

Output
Multiplicity   1
Energy relative to the best compared isomer or geometry (same formula, charge and spin)   1.575 eV
HOMO level   -8.87 eV
Strongest force on any atom   0.1972 hartree/bohr
Orbital gap   8.057 eV

XYZ file:
```
117
Properties=species:S:1:pos:R:3:lowdin_charge:R:1
C -4.295 -1.800 -1.440 -0.072
C -3.677 -2.962 -0.695 -0.329
O -2.843 -3.639 -1.608 -0.089
H -4.918 -1.250 -0.749 0.078
H -4.973 -2.118 -2.206 0.081
H -3.650 -1.089 -1.851 0.046
H -4.544 -3.471 -0.344 0.106
H -3.229 -2.546 0.218 0.088
H -3.454 -4.168 -2.145 0.124
C -0.742 -0.902 -0.073 -0.058
C 0.346 -0.073 -0.778 -0.314
O -0.084 1.173 -1.196 -0.076
H -0.230 -1.870 0.108 0.054
H -1.690 -1.018 -0.613 0.062
H -1.010 -0.461 0.934 0.073
H 0.684 -0.710 -1.669 0.120
H 1.202 0.094 -0.140 0.086
H -0.571 1.017 -1.979 0.050
C -2.514 3.173 -2.356 -0.069
C -1.630 4.372 -2.076 -0.337
O -1.688 5.398 -3.019 -0.062
H -2.522 2.614 -1.383 0.059
H -2.148 2.489 -3.149 0.055
H -3.558 3.280 -2.621 0.074
H -0.546 4.085 -1.987 0.099
H -1.868 4.693 -1.104 0.066
H -0.962 5.342 -3.656 0.076
C 4.308 0.677 -0.582 -0.573
O 3.314 0.413 -1.476 -0.114
N 4.964 -0.330 -0.098 0.168
N 4.735 1.854 -0.166 0.143
H 4.684 -1.298 -0.287 0.125
H 5.710 -0.302 0.691 0.177
H 4.533 2.702 -0.763 0.056
H 5.437 1.892 0.540 0.134
C -0.865 -0.907 -4.072 -0.606
O -1.774 0.104 -3.790 -0.116
N -0.984 -2.030 -3.376 0.150
N -0.051 -1.001 -5.083 0.161
H -1.582 -2.101 -2.550 0.069
H -0.271 -2.762 -3.551 0.126
H -0.138 -0.217 -5.719 0.091
H 0.871 -1.514 -5.093 0.145
C 1.782 -4.544 0.098 -0.621
O 2.147 -5.732 -0.472 -0.092
N 1.084 -4.489 1.195 0.137
N 2.096 -3.362 -0.358 0.183
H 0.879 -5.355 1.714 0.131
H 0.909 -3.624 1.722 0.081
H 2.401 -3.316 -1.327 0.127
H 1.644 -2.559 0.016 0.063
C -1.837 -5.781 1.338 -0.623
O -0.974 -6.467 2.154 -0.092
N -3.093 -6.060 1.192 0.167
N -1.469 -4.762 0.619 0.121
H -3.385 -6.776 1.833 0.125
H -3.635 -5.979 0.340 0.127
H -0.444 -4.435 0.667 0.086
H -2.011 -4.328 -0.133 0.079
C 1.575 1.826 -4.483 -0.559
O 1.014 1.613 -5.780 -0.174
N 1.382 2.917 -3.765 0.160
N 2.379 1.015 -3.834 0.141
H 0.647 3.542 -4.069 0.106
H 1.808 3.118 -2.826 0.060
H 2.647 0.148 -4.378 0.132
H 2.579 0.789 -2.873 0.012
C -0.368 3.680 1.400 -0.549
O -1.720 3.924 1.059 -0.118
N 0.205 4.304 2.385 0.203
N 0.407 2.802 0.809 0.088
H -0.334 5.022 2.799 0.121
H 1.179 4.093 2.572 0.066
H 0.001 2.258 0.053 0.063
H 1.474 2.607 1.080 0.082
C 3.138 4.338 -0.876 -0.575
O 2.940 5.426 -0.065 -0.045
N 2.251 3.398 -1.174 0.127
N 4.255 4.054 -1.514 0.113
H 1.368 3.452 -0.577 0.111
H 2.493 2.455 -1.342 0.057
H 4.330 3.573 -2.418 0.149
H 4.971 4.854 -1.449 0.190
C -2.660 -2.412 3.094 -0.642
O -2.708 -1.349 3.954 -0.119
N -3.617 -3.282 3.019 0.174
N -1.670 -2.654 2.282 0.150
H -4.319 -3.264 3.749 0.127
H -3.583 -4.068 2.367 0.085
H -0.889 -1.941 2.312 0.086
H -1.640 -3.556 1.718 0.062
C 3.146 3.308 2.518 -0.627
O 4.043 4.335 2.314 -0.070
N 2.881 2.412 1.656 0.115
N 2.444 3.070 3.608 0.141
H 3.461 2.243 0.822 0.059
H 2.739 1.456 1.988 0.142
H 2.451 3.795 4.427 0.192
H 1.756 2.334 3.776 0.095
C -3.542 0.850 0.738 -0.222
O -4.125 1.359 1.840 -0.089
H -2.604 1.399 0.499 0.066
H -4.232 1.014 -0.074 0.084
H -3.384 -0.210 0.897 0.058
H -3.819 0.947 2.667 0.082
C 1.227 -2.618 3.870 -0.076
O 0.932 -1.924 2.621 -0.200
H 1.108 -1.834 4.614 0.089
H 2.156 -3.201 3.873 0.093
H 0.393 -3.244 4.114 0.076
H 1.330 -1.067 2.742 0.049
C -0.443 0.826 3.579 -0.143
O 0.590 0.832 2.680 -0.166
H -0.423 1.713 4.253 0.104
H -0.488 -0.003 4.138 0.022
H -1.405 0.857 3.037 0.093
H 0.400 1.408 1.929 0.024
```



Entry 2:
# C18H72N2O20Pd

A molecular structure, C18H72N2O20Pd in a non-equilibrium geometry (ωB97M-V/def2-TZVPD, OMol25).

Output
Multiplicity   3
Energy relative to the best compared isomer or geometry (same formula, charge and spin)   0.000 eV
HOMO level (spin up / spin down)   -6.24 / -6.13 eV
Strongest force on any atom   0.0698 hartree/bohr
Orbital gap (spin up / spin down)   5.891 / 5.743 eV

XYZ file:
```
113
Properties=species:S:1:pos:R:3:lowdin_spin:R:1
Pd 18.191 24.627 2.952 0.858
C 14.581 33.601 4.046 0.003
C 15.857 33.505 3.238 0.022
C 16.449 32.094 3.423 0.000
C 17.502 31.625 2.414 0.000
C 16.921 31.814 0.995 0.000
C 16.424 33.242 0.684 0.023
N 15.497 33.725 1.787 0.356
O 14.925 34.932 1.533 0.559
C 15.764 33.071 -0.706 0.002
C 17.650 34.149 0.429 0.014
C 16.871 34.532 3.836 0.015
H 14.385 34.661 4.215 0.000
H 14.718 33.137 5.022 0.000
H 13.736 33.224 3.472 0.000
H 15.688 31.305 3.400 0.000
H 16.749 31.894 4.455 0.000
H 17.781 30.582 2.566 0.000
H 18.427 32.186 2.569 0.000
H 16.128 31.090 0.807 0.001
H 17.785 31.588 0.368 0.000
H 15.429 34.069 -0.993 -0.001
H 14.908 32.397 -0.679 0.000
H 16.446 32.749 -1.491 0.000
H 18.290 34.124 1.311 0.000
H 17.368 35.190 0.261 0.002
H 18.241 33.950 -0.465 0.001
H 17.849 34.522 3.353 0.000
H 17.049 34.321 4.890 0.001
H 16.499 35.549 3.704 0.002
C 14.906 26.981 4.447 0.000
C 15.835 27.153 5.670 0.001
C 14.890 27.606 6.843 0.001
C 14.063 26.469 7.444 0.000
C 14.963 25.295 7.683 0.001
C 15.747 24.705 6.495 0.001
N 16.523 25.865 5.985 0.034
O 17.457 25.465 5.011 0.086
C 14.656 24.136 5.564 0.000
C 16.644 23.568 7.078 0.000
C 16.777 28.329 5.398 0.000
H 13.862 26.810 4.707 0.000
H 15.261 26.226 3.750 -0.001
H 14.953 27.870 3.811 0.000
H 14.212 28.353 6.420 0.000
H 15.355 28.293 7.554 0.000
H 13.181 26.235 6.843 0.000
H 13.650 26.805 8.398 0.000
H 14.388 24.545 8.232 0.000
H 15.687 25.677 8.410 0.000
H 15.106 23.882 4.599 -0.001
H 13.891 24.854 5.279 0.000
H 14.185 23.219 5.910 0.000
H 16.034 22.841 7.618 0.000
H 17.401 23.874 7.799 0.000
H 17.097 23.094 6.208 0.000
H 16.281 29.301 5.454 0.000
H 17.315 28.228 4.454 0.000
H 17.582 28.498 6.120 0.000
O 13.602 21.568 7.696 0.000
H 12.695 21.631 8.009 0.000
H 13.571 21.902 6.796 0.000
O 16.433 21.129 4.774 0.000
H 15.613 20.627 4.732 0.000
H 16.753 20.998 5.674 0.000
O 14.800 30.828 7.260 0.000
H 15.754 30.948 7.290 0.000
H 14.546 30.688 8.176 0.000
O 12.681 30.080 4.393 0.000
H 13.536 29.884 4.791 0.000
H 12.894 30.430 3.523 0.000
O 11.107 28.086 5.924 0.000
H 11.593 28.756 5.431 0.000
H 11.263 28.314 6.853 0.000
O 19.876 29.253 8.613 0.000
H 20.069 29.905 7.935 0.000
H 19.705 28.439 8.125 0.000
O 13.187 25.106 2.446 0.000
H 12.320 25.521 2.478 0.000
H 13.376 25.017 1.508 0.000
O 15.451 21.742 2.264 0.000
H 16.101 21.529 1.590 0.000
H 15.973 21.964 3.040 0.000
O 18.289 26.738 2.375 0.006
H 17.774 27.249 1.743 0.000
H 19.071 27.273 2.541 0.001
O 20.125 24.450 4.169 0.002
H 20.037 24.268 5.112 0.000
H 21.074 24.462 4.011 0.000
O 15.597 19.706 8.689 0.000
H 15.657 19.251 7.846 0.000
H 14.922 20.383 8.553 0.000
O 17.572 29.769 10.234 0.000
H 18.396 29.576 9.763 0.000
H 16.908 29.826 9.545 0.000
O 10.696 26.151 8.566 0.000
H 9.867 25.983 8.109 0.000
H 11.374 25.974 7.909 0.000
O 11.495 28.781 8.579 0.000
H 11.142 28.051 9.098 0.000
H 12.355 28.961 8.969 0.000
O 19.596 26.624 6.549 0.001
H 18.803 26.170 6.214 0.001
H 19.820 27.255 5.862 0.000
O 17.092 22.757 10.465 0.000
H 16.907 23.350 11.198 0.000
H 16.892 23.274 9.681 0.000
O 16.100 24.579 2.129 0.000
H 15.749 24.420 1.248 0.000
H 15.325 24.787 2.666 -0.001
O 18.228 22.454 3.440 0.009
H 18.957 21.827 3.415 0.001
H 17.628 22.107 4.115 0.000
```



Entry 3:
# C18H72O27

18 unconnected molecules or ions with the total composition C18H72O27 in a non-equilibrium geometry (ωB97M-V/def2-TZVPD, OMol25).

Output
Multiplicity   1
Energy relative to the best compared isomer or geometry (same formula, charge and spin)   0.000 eV
HOMO level   -9.00 eV
Strongest force on any atom   0.0671 hartree/bohr
Orbital gap   8.724 eV

XYZ file:
```
117
Properties=species:S:1:pos:R:3:lowdin_charge:R:1
O -1.486 -3.275 -0.034 -0.077
H -1.351 -2.744 -0.843 0.005
H -0.935 -4.086 -0.157 0.016
O 0.863 0.958 3.351 -0.048
H 1.210 0.534 4.145 0.055
H -0.011 0.548 3.228 0.027
O -2.913 -1.950 2.045 -0.065
H -3.805 -1.742 1.705 0.028
H -2.459 -2.476 1.357 0.012
O 2.139 1.900 -3.959 -0.045
H 2.382 2.331 -4.786 0.065
H 1.534 2.521 -3.534 0.026
O -0.097 4.328 -2.822 -0.040
H -0.592 3.504 -2.976 0.021
H -0.705 5.032 -3.076 0.074
O -1.655 -2.280 -2.677 -0.040
H -1.013 -2.803 -3.178 0.086
H -2.482 -2.782 -2.736 0.074
O -1.041 1.713 -3.592 -0.049
H -0.442 1.192 -4.145 0.065
H -1.868 1.194 -3.532 0.030
O -3.791 2.154 2.212 -0.066
H -2.916 2.557 2.343 0.039
H -3.882 2.125 1.243 0.003
O -1.945 3.856 1.055 -0.066
H -2.020 3.193 0.356 0.002
H -1.116 4.345 0.871 0.015
C 2.002 -4.980 0.581 -0.214
C 0.808 -5.950 0.580 -0.194
O -0.159 -5.642 -0.446 -0.093
O 3.072 -5.537 -0.181 -0.073
H 2.318 -4.960 1.630 0.115
H 1.773 -3.975 0.235 0.118
H 0.310 -6.065 1.542 0.122
H 1.158 -6.964 0.352 0.120
H 0.347 -5.701 -1.267 0.103
H 3.703 -5.981 0.385 0.084
C 0.190 -0.061 -0.229 -0.238
C -1.243 0.344 -0.190 -0.190
O -1.394 1.681 -0.723 -0.094
O 0.708 -0.646 -1.425 -0.069
H 0.405 -0.798 0.566 0.117
H 0.884 0.698 0.159 0.126
H -1.661 0.418 0.813 0.119
H -1.851 -0.399 -0.715 0.102
H -0.883 1.628 -1.542 0.049
H 1.636 -0.845 -1.250 0.053
C -4.093 -0.073 -4.362 -0.179
C -5.083 -1.245 -4.310 -0.226
O -5.030 -2.031 -5.505 -0.066
O -3.325 0.001 -3.131 -0.122
H -4.558 0.887 -4.573 0.125
H -3.350 -0.237 -5.151 0.126
H -6.083 -0.898 -4.043 0.121
H -4.713 -1.927 -3.533 0.108
H -5.670 -2.739 -5.376 0.087
H -2.687 -0.722 -3.281 0.051
C 4.637 -2.465 2.218 -0.237
C 3.970 -1.168 1.791 -0.236
O 3.139 -1.400 0.646 -0.073
O 5.404 -3.090 1.206 -0.063
H 3.944 -3.207 2.612 0.110
H 5.236 -2.185 3.098 0.116
H 4.709 -0.404 1.518 0.098
H 3.369 -0.771 2.609 0.115
H 3.631 -2.050 0.124 0.044
H 5.993 -2.437 0.808 0.090
C 4.499 -0.937 -2.486 -0.211
C 3.680 -0.307 -3.586 -0.264
O 3.866 -0.982 -4.818 -0.054
O 3.899 -2.212 -2.175 -0.085
H 4.612 -0.315 -1.590 0.115
H 5.527 -1.186 -2.775 0.121
H 3.849 0.755 -3.765 0.102
H 2.634 -0.329 -3.247 0.099
H 3.460 -1.851 -4.713 0.082
H 4.582 -2.846 -1.951 0.081
C -5.583 1.159 -0.486 -0.215
C -5.781 -0.309 -0.089 -0.213
O -5.387 -0.614 1.252 -0.078
O -4.216 1.513 -0.435 -0.087
H -6.049 1.815 0.256 0.133
H -6.085 1.268 -1.455 0.120
H -5.262 -0.983 -0.777 0.111
H -6.855 -0.534 -0.140 0.118
H -5.093 0.216 1.663 0.074
H -3.784 1.087 -1.195 0.068
C -3.595 -0.072 5.293 -0.239
C -2.162 -0.583 5.243 -0.233
O -1.532 -0.452 3.977 -0.103
O -3.650 1.320 4.963 -0.075
H -3.945 -0.145 6.324 0.115
H -4.246 -0.653 4.631 0.116
H -2.259 -1.664 5.428 0.118
H -1.601 -0.081 6.026 0.119
H -2.068 -0.971 3.348 0.041
H -3.684 1.367 3.994 0.030
C 1.824 4.632 0.142 -0.223
C 1.007 5.822 0.674 -0.226
O -0.284 5.882 0.077 -0.081
O 2.116 4.819 -1.241 -0.088
H 1.269 3.702 0.298 0.116
H 2.798 4.558 0.622 0.113
H 1.587 6.735 0.486 0.117
H 0.835 5.791 1.754 0.124
H -0.091 5.873 -0.873 0.071
H 1.380 4.512 -1.807 0.024
C 4.159 1.992 3.158 -0.241
C 5.667 2.010 2.885 -0.213
O 6.087 0.641 2.805 -0.079
O 3.455 1.160 2.272 -0.132
H 3.735 3.002 3.066 0.119
H 4.029 1.666 4.199 0.123
H 6.130 2.579 3.692 0.116
H 5.820 2.476 1.908 0.120
H 6.980 0.690 2.444 0.092
H 2.556 1.027 2.622 0.039
```



Entry 4:
# C18H7Cl24FINO4

6 unconnected molecules or ions with the total composition C18H7Cl24FINO4 in a non-equilibrium geometry (ωB97M-V/def2-TZVPD, OMol25).

Output
Multiplicity   1
HOMO level   -9.23 eV
Strongest force on any atom   0.1621 hartree/bohr
Orbital gap   6.871 eV

XYZ file:
```
56
Properties=species:S:1:pos:R:3:lowdin_charge:R:1
O -0.426 0.260 1.286 -0.089
N -1.105 1.258 1.104 -0.023
O -0.392 2.392 1.222 -0.178
C 1.057 2.153 0.992 -0.023
C 1.511 2.110 -0.617 -0.035
C 0.365 2.322 -1.777 -0.140
C 0.682 1.557 -3.199 -0.146
F 1.425 0.282 -3.061 -0.256
C 3.126 1.893 -0.899 -0.021
C 4.227 1.699 0.345 -0.506
I 6.303 1.357 -0.254 0.882
C 3.798 1.756 1.928 -0.049
C 2.168 1.982 2.230 0.068
C 1.639 2.035 3.787 -0.190
O 0.378 2.381 4.162 -0.125
C 2.652 1.597 5.006 0.011
C 4.097 1.390 4.722 0.018
C 4.796 1.621 3.220 -0.220
O 6.128 1.718 3.219 -0.070
H 0.284 3.473 -1.979 0.112
H -0.704 1.927 -1.422 0.125
H 1.170 2.317 -3.970 0.118
H -0.381 1.282 -3.668 0.138
H 3.516 1.872 -2.013 0.019
H 2.268 1.442 6.106 0.130
H 4.808 1.074 5.626 0.134
C -1.985 6.107 1.058 -2.002
Cl -3.730 6.387 1.288 0.514
Cl -1.106 7.645 1.252 0.512
Cl -1.407 4.936 2.270 0.558
Cl -1.697 5.461 -0.577 0.506
C 0.493 -3.141 -1.450 -1.976
Cl 0.766 -1.418 -1.087 0.586
Cl -1.095 -3.337 -2.234 0.499
Cl 1.771 -3.727 -2.543 0.518
Cl 0.528 -4.080 0.063 0.501
C -2.530 -1.255 4.219 -1.976
Cl -1.509 0.184 3.977 0.588
Cl -4.130 -0.979 3.485 0.519
Cl -1.760 -2.666 3.449 0.485
Cl -2.722 -1.562 5.963 0.519
C -3.677 -5.531 0.096 -1.977
Cl -4.665 -4.668 -1.109 0.472
Cl -3.264 -4.423 1.429 0.479
Cl -4.598 -6.915 0.738 0.518
Cl -2.181 -6.119 -0.672 0.491
C 4.839 0.701 -4.714 -1.974
Cl 4.073 2.159 -5.395 0.516
Cl 6.240 0.244 -5.715 0.522
Cl 5.381 1.037 -3.050 0.379
Cl 3.661 -0.635 -4.696 0.543
C -7.817 -5.911 -3.628 -2.001
Cl -6.739 -6.376 -2.288 0.467
Cl -7.528 -6.982 -5.022 0.512
Cl -9.513 -6.061 -3.105 0.512
Cl -7.487 -4.224 -4.097 0.509
```